One molecule with the formula C24H30N4O3. Source: the Open Molecules 2025 dataset; level of theory: ωB97M-V/def2-TZVPD.

Gap between HOMO and LUMO = 0.3276 Eh
Energy relative to the best compared isomer or geometry (same formula, charge and spin) = 54.2 kcal per mole
SMILES string = CCOc1ccc(-n2c(C)nc3cc(C(=O)NCCCN4CCOCC4)ccc32)cc1
DFT total energy = -37478.6388 eV

Geometry as ORCA input:
```
! RIJCOSX wB97M-V def2-TZVPD def2/J DEFGRID3
* xyz 0 1
C -9.798 -0.387 0.467
C -8.917 -1.547 0.921
O -7.845 -1.797 0.033
C -6.754 -0.990 0.037
C -6.518 0.059 0.921
C -5.348 0.793 0.835
C -4.401 0.504 -0.137
N -3.210 1.246 -0.227
C -3.065 2.613 -0.340
C -4.221 3.541 -0.380
N -1.826 2.986 -0.440
C -1.075 1.840 -0.387
C 0.299 1.658 -0.426
C 0.788 0.362 -0.363
C 2.268 0.179 -0.401
O 3.042 0.967 0.108
N 2.691 -0.916 -1.080
C 4.092 -1.267 -1.133
C 4.540 -2.015 0.127
C 6.063 -2.074 0.229
N 6.690 -0.778 0.048
C 8.135 -0.897 -0.020
C 8.742 0.473 -0.322
O 8.402 1.412 0.667
C 6.999 1.528 0.762
C 6.333 0.189 1.078
C -0.080 -0.731 -0.220
C -1.449 -0.568 -0.159
C -1.937 0.724 -0.264
C -4.633 -0.544 -1.025
C -5.793 -1.280 -0.936
H -9.236 0.543 0.441
H -10.635 -0.275 1.150
H -10.180 -0.585 -0.531
H -9.495 -2.476 0.912
H -8.546 -1.384 1.940
H -7.228 0.312 1.692
H -5.167 1.590 1.539
H -3.931 4.434 -0.926
H -5.077 3.071 -0.860
H -4.507 3.841 0.628
H 0.976 2.493 -0.502
H 2.015 -1.570 -1.437
H 4.276 -1.866 -2.027
H 4.663 -0.339 -1.199
H 4.128 -1.498 0.994
H 4.147 -3.034 0.127
H 6.446 -2.724 -0.565
H 6.339 -2.529 1.199
H 8.397 -1.593 -0.821
H 8.557 -1.276 0.929
H 9.832 0.418 -0.335
H 8.380 0.816 -1.303
H 6.803 2.248 1.558
H 6.592 1.912 -0.184
H 5.255 0.345 1.078
H 6.655 -0.156 2.077
H 0.327 -1.727 -0.114
H -2.110 -1.411 -0.025
H -3.903 -0.768 -1.789
H -5.985 -2.095 -1.615
*
```

What are the Löwdin partial charges on each atom? They are as follows, in elementary charge units: -0.06 -0.24 -0.05 -0.27 -0.01 0.00 -0.21 0.06 -0.32 0.00 0.17 -0.21 0.06 -0.14 -0.46 0.07 0.06 -0.18 -0.17 -0.21 -0.18 -0.18 -0.20 -0.13 -0.19 -0.16 -0.04 -0.01 -0.15 0.00 0.01 0.07 0.08 0.08 0.12 0.12 0.11 0.12 0.08 0.08 0.08 0.13 0.13 0.13 0.11 0.11 0.11 0.12 0.12 0.12 0.13 0.12 0.13 0.13 0.13 0.10 0.13 0.11 0.11 0.12 0.12